P.
Molecular formula: C22H25N3O2
Method: DFT, ωB97M-V/def2-TZVPD

Geometry (Å):
C: 5.45154 -2.89903 0.82321
C: 5.71486 -1.41727 1.00340
C: 4.79601 -0.48617 0.09490
C: 4.85408 0.88941 0.35772
O: 3.99996 1.53179 -0.60366
C: 2.58256 1.67857 -0.17264
C: 1.79787 2.29324 -1.03924
C: 0.50147 2.54740 -1.21097
C: -0.20719 2.01864 -0.08048
C: 0.64613 1.32015 0.99160
C: 1.91852 1.44831 0.90763
H: 2.41631 0.84441 1.57281
H: 0.14295 0.76138 1.75283
C: -1.57519 2.13148 0.08347
C: -2.42438 1.57120 0.87720
C: -3.92311 1.45347 0.85931
O: -4.36494 1.82980 -0.17939
N: -4.58433 0.65903 1.71168
H: -3.89413 0.30776 2.24279
C: -5.76660 0.08128 1.29186
H: -6.50227 -0.05410 1.90185
H: -6.28028 0.75591 0.54200
C: -5.38996 -1.25539 0.67965
C: -4.13209 -1.26358 0.10000
N: -2.95670 -1.56529 0.20996
C: -1.88272 -1.37607 -0.44989
C: -0.57967 -1.76625 -0.37707
C: 0.20633 -0.92999 -1.44798
C: -0.49081 -0.47360 -2.39199
C: -1.74202 -0.29058 -2.52064
C: -2.53404 -0.62587 -1.59821
N: -3.92377 -0.74519 -1.41830
H: -4.55822 -0.17493 -1.79343
H: -2.24700 0.13175 -3.45260
H: 0.19372 -0.13120 -3.28707
H: 1.28466 -1.00557 -1.35693
H: -0.11672 -2.07880 0.29543
H: -5.28774 -2.05864 1.71244
H: -6.18898 -1.66748 -0.03346
H: -2.16813 1.28903 2.02318
H: -1.99116 2.37461 -0.67805
H: -0.18145 3.09516 -1.62474
H: 2.31187 2.78415 -2.02786
H: 4.57073 1.01193 1.46873
H: 5.71180 1.29563 0.06347
H: 3.75525 -0.93209 0.28712
H: 4.94110 -0.87923 -0.88714
H: 5.47157 -1.34836 2.09515
H: 6.62445 -1.02154 0.72053
H: 4.24708 -3.14803 0.98278
H: 5.66304 -3.07853 -0.34641
H: 6.08974 -3.43273 1.32546

Summary:
E_HOMO, Ha: -0.282
LUMO, Ha: 0.0014
SMILES string: CCCCOc1ccc(/C=C/C(=O)NCCc2nc3ccccc3[nH]2)cc1

Q.
Molecular formula: C22H25N3O2
Method: DFT, ωB97M-V/def2-TZVPD

Geometry (Å):
C: -8.58903 1.25599 2.09792
C: -8.14873 0.29131 0.87247
C: -7.45702 1.11285 -0.30903
C: -7.17304 0.01925 -1.42661
O: -6.27888 -1.10809 -1.12943
C: -5.05425 -0.69579 -0.75267
C: -4.28472 -1.75448 -0.11351
C: -2.87200 -1.41153 -0.19934
C: -2.29792 -0.18381 -0.48239
C: -3.01777 0.75358 -0.91865
C: -4.46759 0.81299 -1.09857
H: -5.09361 1.52175 -1.62919
H: -2.59241 1.57161 -1.27181
C: -0.81501 0.13873 -0.15775
C: 0.09024 -0.81134 0.12629
C: 1.42759 -0.38725 0.50846
O: 1.92250 0.60897 0.17460
N: 2.30981 -1.36682 0.93436
H: 2.13645 -2.15961 0.85878
C: 3.73144 -1.00944 1.07086
H: 3.81976 -0.00447 1.12395
H: 4.07004 -1.57284 1.90564
C: 4.48697 -1.21338 -0.31960
C: 5.80760 -0.72869 -0.15685
N: 6.95994 -1.30054 -0.43996
C: 8.06948 -0.53277 -0.18355
C: 9.36873 -0.92396 -0.05601
C: 10.19452 0.54677 -0.09155
C: 9.54104 1.63171 -0.06944
C: 8.29473 1.83541 -0.23021
C: 7.46336 0.86115 -0.34647
N: 6.06507 0.54553 -0.52049
H: 5.42417 1.32403 -0.47478
H: 7.82336 2.73945 -0.41740
H: 10.25357 2.45194 -0.17659
H: 11.26999 0.47861 0.06911
H: 9.79865 -1.72395 -0.13240
H: 4.54191 -2.37874 -0.30389
H: 3.91453 -0.79664 -1.16143
H: -0.23736 -1.68593 0.62930
H: -0.41873 0.97244 -0.28876
H: -2.39947 -2.16497 0.57061
H: -4.76121 -2.61250 -0.01291
H: -8.15593 -0.66245 -1.68435
H: -6.94967 0.65594 -2.34442
H: -6.56594 1.46178 0.07878
H: -8.20159 1.66938 -0.65625
H: -7.50990 -0.63429 1.28087
H: -9.18963 -0.08150 0.40938
H: -9.26199 0.79026 2.87392
H: -7.71065 1.76800 2.35664
H: -9.28137 2.08637 1.61434

Summary:
E_HOMO, Ha: -0.293
LUMO, Ha: -0.0004
SMILES string: CCCCOc1ccc(/C=C/C(=O)NCCc2nc3ccccc3[nH]2)cc1

Which one sits at the bottom of the stability order? P does.

P.
Molecular formula: C2H6Cl2NP
Method: DFT, ωB97M-V/def2-TZVPD

Geometry (Å):
C: -0.33533 -0.99155 0.90212
C: 1.03977 -0.14647 -0.89472
N: -0.05464 0.04220 -0.04022
P: -1.36016 1.09414 -0.35457
Cl: -1.53670 1.76422 1.64120
Cl: -0.37530 2.66219 -1.21745
H: -1.38021 -0.72365 1.23873
H: -0.19355 -2.04891 0.59717
H: 0.25027 -0.75683 1.85958
H: 1.19287 0.57021 -1.78687
H: 1.98112 -0.51683 -0.43560
H: 0.77188 -0.94872 -1.50937

Summary:
E_HOMO, Ha: -0.317
LUMO, Ha: 0.0253
SMILES string: CN(C)P(Cl)Cl

Q.
Molecular formula: C2H6Cl2NP
Method: DFT, ωB97M-V/def2-TZVPD

Geometry (Å):
C: -2.80880 0.11526 -0.65789
C: 2.30589 -0.09593 0.33713
N: 1.44989 -1.20648 0.39746
P: -1.27668 0.21141 0.09291
Cl: -0.48905 1.78878 -0.89291
Cl: -1.65085 0.71435 1.95754
H: -3.52064 -0.43471 -0.07975
H: -2.68698 0.00949 -1.67478
H: 2.33641 0.20777 1.42121
H: 3.24885 -0.26006 -0.28268
H: 1.84016 0.74782 -0.25426
H: 1.25181 -1.79770 -0.36397

Summary:
E_HOMO (spin up / spin down), Ha: -0.307 / -0.330
LUMO (spin up / spin down), Ha: -0.0035 / -0.0435

Which one sits at the bottom of the stability order? Q does.

P.
Molecular formula: C3H8N4O
Method: DFT, ωB97M-V/def2-TZVPD

Geometry (Å):
C: -0.50822 -0.65266 -0.14651
C: 1.78288 -0.65169 0.09446
C: 1.40319 0.82822 -0.42135
H: -3.65447 -0.38390 -0.07096
H: -2.63945 0.81713 -0.28440
H: 0.28379 -2.27304 0.37986
H: 2.28442 -0.24608 1.13815
H: 2.58187 -0.94432 -0.67474
H: 1.50174 1.64238 0.42633
H: 1.98052 1.42801 -1.50677
H: -0.30754 0.81797 1.31362
N: -2.66082 -0.03324 -0.47587
N: -1.63853 -0.98093 0.22468
N: 0.49840 -1.44132 -0.01234
N: -0.23216 0.67471 -0.66118
O: -0.67563 1.39873 0.67703

Summary:
E_HOMO, Ha: -0.305
LUMO, Ha: 0.0244

Q.
Molecular formula: C3H8N4O
Method: DFT, ωB97M-V/def2-TZVPD

Geometry (Å):
C: -0.25548 -0.73185 -0.08508
C: 0.91484 -0.90482 -0.94042
C: -0.66399 0.47269 0.75276
N: -1.00702 -1.79640 0.15378
N: 1.94692 0.00929 -0.82381
N: 0.39424 1.16259 1.28515
O: -0.34014 -0.28351 -1.93811
N: -1.91017 0.71497 0.87882
H: -0.28190 0.68726 -1.92913
H: -0.77550 -2.62644 -0.37504
H: -1.94695 -1.65838 0.50190
H: 2.72708 -0.18597 -1.43129
H: 1.76387 1.01452 -0.77347
H: 1.31399 0.74740 1.25839
H: 0.21690 1.85150 1.99789
H: -2.09668 1.52717 1.46765

Summary:
E_HOMO, Ha: -0.274
LUMO, Ha: 0.0278

Which one sits at the bottom of the stability order? P does.

P.
Molecular formula: C3H8N4O
Method: DFT, ωB97M-V/def2-TZVPD

Geometry (Å):
C: -1.02863 0.24361 -0.89040
C: 1.28631 -1.04384 1.53672
C: -2.15628 0.62515 -1.82371
N: 1.07513 0.62914 -0.03053
N: 0.06207 0.95492 -0.74501
N: 1.16337 -0.75687 0.31148
N: 1.58122 -0.12338 2.58618
O: 0.81676 -1.65925 -0.53041
H: -0.84342 -0.76426 -0.54363
H: 1.15551 -2.08195 1.71163
H: -2.13547 1.66002 -2.02032
H: -2.92572 0.21091 -1.22873
H: -2.05517 0.07412 -2.73886
H: 0.01895 1.82875 -1.15540
H: 2.13770 -0.61394 3.32560
H: 1.84766 0.81688 2.23538

Summary:
E_HOMO, Ha: -0.269
LUMO, Ha: 0.0324

Q.
Molecular formula: C3H8N4O
Method: DFT, ωB97M-V/def2-TZVPD

Geometry (Å):
C: 1.24389 0.00338 -0.17479
C: -0.09391 -0.53918 0.76377
C: -1.40432 -0.06170 -0.22725
H: 2.20695 1.81077 -0.03248
H: 0.76405 1.64608 1.09495
H: 1.72242 -1.70633 -0.69868
H: 0.14703 -0.07933 1.69922
H: 0.60438 -2.48014 -0.14530
H: -0.59405 1.95130 -0.04046
H: -2.26744 1.84563 -0.49155
H: -1.89008 -1.85429 -0.85424
N: 1.26803 1.43691 0.12368
N: 1.92551 -0.64986 -1.18112
N: -1.47887 1.46354 0.08613
N: -2.27411 -0.86032 -0.77866
O: 0.12051 -1.92645 0.85677

Summary:
E_HOMO, Ha: -0.355
LUMO, Ha: 0.0045

Which one sits at the bottom of the stability order? P does.

P.
Molecular formula: C2H8N4O
Method: DFT, ωB97M-V/def2-TZVPD

Geometry (Å):
C: 8.14483 0.34493 -0.49653
C: -8.02424 -0.45327 0.30650
N: 7.99022 1.18356 -1.27043
N: -7.16787 1.61557 -0.11514
N: 9.24766 -1.41295 0.71675
N: -7.12510 0.41003 -0.37691
O: 8.10862 -0.72561 0.15092
H: -8.79933 0.11676 0.58976
H: -8.38422 -1.32732 -0.25237
H: -7.52804 -0.91196 1.22601
H: 7.74812 2.10468 -1.65286
H: -6.39880 2.22170 -0.47446
H: 9.68829 -0.93140 1.51724
H: 8.82368 -2.25818 1.00668
H: -6.32381 0.02344 -0.87515

Summary:
E_HOMO, Ha: -0.633
LUMO, Ha: -0.2904
Net charge: +2

Q.
Molecular formula: C2H8N4O
Method: DFT, ωB97M-V/def2-TZVPD

Geometry (Å):
C: -9.86458 1.03146 -0.04253
C: 6.30586 -0.49608 0.60959
N: -9.46458 2.10035 0.28205
N: 6.40861 1.60682 -0.42533
N: -11.11429 -1.08317 -0.33296
N: 6.66885 0.41830 -0.48616
O: -9.98469 -0.23178 -0.02057
H: 6.61177 -1.54086 0.44659
H: 6.67389 -0.12032 1.67447
H: 5.22767 -0.47793 0.83647
H: -9.58407 3.02708 -0.02506
H: 6.66413 2.20412 -1.26875
H: -10.61268 -1.83798 -0.79119
H: -11.52989 -1.45453 0.50987
H: 6.91358 0.07714 -1.40700

Summary:
E_HOMO, Ha: -0.651
LUMO, Ha: -0.2834
Net charge: +2

Which one sits at the bottom of the stability order? Q does.

P.
Molecular formula: C4H15N5
Method: DFT, ωB97M-V/def2-TZVPD

Geometry (Å):
C: 1.10685 1.83365 0.42284
C: 1.86576 0.83790 -1.61789
N: 1.65230 0.66202 -0.20941
N: 1.60547 -1.06391 1.51401
N: 2.52502 -0.52646 1.05654
H: 3.53794 -0.80191 1.16737
H: 1.01252 1.64803 1.49380
H: 1.75002 2.71339 0.26682
H: 2.48958 1.71792 -1.84439
H: 0.89610 0.99329 -2.10944
H: 2.31532 -0.05747 -2.04855
H: 0.12370 2.08295 0.00480
C: -2.18816 0.34424 0.94285
C: -1.47519 -2.26267 -0.15728
N: -1.05001 -1.00465 -0.76186
N: -1.83263 0.14226 -0.46100
H: -0.09629 -0.78431 -0.48581
H: -2.66630 0.10266 -1.03810
H: -2.67179 1.31863 1.03088
H: -1.27471 0.33934 1.54088
H: -2.87308 -0.40863 1.35614
H: -2.49100 -2.49639 -0.48566
H: -1.45114 -2.28209 0.94083
H: -0.81026 -3.04779 -0.51838

Summary:
E_HOMO (spin up / spin down), Ha: -0.298 / -0.282
LUMO (spin up / spin down), Ha: 0.0076 / 0.0085

Q.
Molecular formula: C4H15N5
Method: DFT, ωB97M-V/def2-TZVPD

Geometry (Å):
C: -1.43078 -0.21371 0.97875
N: -1.90745 -0.33617 2.33404
N: -1.96926 -1.24995 0.10883
N: -1.79674 1.10583 0.49381
H: -0.33907 -0.38119 1.01297
H: -1.22778 1.34471 -0.31366
H: -1.80165 -1.29661 2.64152
H: -2.89756 -0.10910 2.35778
H: -2.96889 -1.09887 0.00831
H: -1.56369 -1.14728 -0.81649
H: -1.61008 1.79059 1.21877
C: 2.07067 1.15077 0.54546
C: 1.96365 -1.09051 -0.69786
C: 1.51192 0.34299 -0.58261
N: 0.07103 0.25444 -2.37564
N: 0.70032 0.92433 -1.36583
H: 0.53828 -0.57418 -2.73687
H: -0.20448 0.90079 -3.10175
H: 1.65525 2.15407 0.52398
H: 1.83518 0.68398 1.49972
H: 2.37743 -1.28686 -1.69272
H: 3.15518 1.21077 0.45879
H: 1.11832 -1.76834 -0.54493
H: 2.72019 -1.31054 0.04560

Summary:
E_HOMO, Ha: -0.329
LUMO, Ha: 0.0342
SMILES string: CC(C)=NN.NC(N)N

Which one sits at the bottom of the stability order? P does.

P.
Molecular formula: C4H7Cl
Method: DFT, ωB97M-V/def2-TZVPD

Geometry (Å):
C: 0.77276 -0.40285 -1.68306
C: -0.19863 -0.77943 -0.66647
C: -1.37460 -1.33608 -0.82285
C: 0.15328 -0.36402 0.73752
H: 0.57234 0.46005 -2.27790
H: 1.72540 -0.29582 -1.09229
H: 0.77194 -1.24576 -2.39342
H: -2.23613 -1.34021 -0.15196
H: -1.53801 -1.68757 -1.82110
H: -0.49458 -0.85761 1.37734
H: 1.19961 -0.78444 1.05721
Cl: 0.22839 1.35563 1.17125

Summary:
E_HOMO, Ha: -0.360
LUMO, Ha: 0.0359
SMILES string: C=C(C)CCl

Q.
Molecular formula: C4H7Cl
Method: DFT, ωB97M-V/def2-TZVPD

Geometry (Å):
C: -1.14880 0.58601 0.76433
C: 0.34389 -0.25333 1.04511
C: 0.90760 -0.10377 -0.47395
C: 0.37122 -0.79159 -1.62072
H: -1.07665 1.81695 0.24080
H: -1.95569 0.03098 0.09817
H: -1.52278 0.83777 1.81543
H: 0.57347 -1.66355 1.36007
H: 1.10350 0.46278 2.04394
H: -0.61376 -1.31602 -1.72054
H: 0.81341 -0.44935 -2.63842
Cl: 2.20459 0.84311 -0.91421

Summary:
E_HOMO, Ha: -0.321
LUMO, Ha: 0.0242

R.
Molecular formula: C4H7Cl
Method: DFT, ωB97M-V/def2-TZVPD

Geometry (Å):
C: 1.32363 -0.56777 -0.28034
C: 0.19012 0.04919 0.06116
C: -1.31009 -0.42513 0.03974
C: 0.50307 1.66741 0.65210
Cl: 0.00207 1.47586 2.35893
H: 2.29270 -0.19891 -0.09601
H: 1.26062 -1.57429 -0.81291
H: -1.79315 -0.24989 -0.95828
H: -1.34197 -1.48554 0.16974
H: -1.92620 0.02023 0.84941
H: 1.52787 2.17477 0.65214
H: -0.04157 2.39540 0.04367

Summary:
E_HOMO, Ha: -0.351
LUMO, Ha: 0.0366
SMILES string: C=C(C)CCl

Which one sits at the bottom of the stability order? Q does.

P.
Molecular formula: C4H8INS
Method: DFT, ωB97M-V/def2-TZVPD

Geometry (Å):
C: -0.02630 1.07392 0.17334
C: 1.99299 -1.44994 -0.90811
C: -2.30747 1.86408 0.31509
C: 2.34053 -0.30736 0.05109
N: -0.94185 1.79120 -0.21874
S: 1.54322 1.22706 -0.58531
I: 4.47558 0.15054 0.11271
H: -0.14300 0.19291 1.00232
H: 2.28815 -1.20780 -1.95147
H: 0.96032 -1.62208 -0.91934
H: 2.61963 -2.43596 -0.90770
H: -2.29941 2.92966 0.52932
H: -2.51042 1.21645 1.24295
H: -2.82892 1.57783 -0.59748
H: 1.92508 -0.33266 1.01523

Summary:
E_HOMO, Ha: -0.324
LUMO, Ha: 0.0115

Q.
Molecular formula: C4H8INS
Method: DFT, ωB97M-V/def2-TZVPD

Geometry (Å):
C: -0.42075 -0.30946 1.89702
C: 0.35331 0.57561 1.63528
C: -1.34961 -1.42494 1.91714
C: 1.80060 0.72801 -1.66262
N: -0.98360 0.17363 -1.44652
S: 0.02650 1.39693 -1.40207
I: -1.48529 -0.69099 -3.26691
H: -0.23918 1.54590 -0.13087
H: 0.95776 1.42222 1.71081
H: -1.12782 -2.07728 1.12446
H: -1.49170 -2.08238 2.88154
H: -2.27987 -0.91626 1.82417
H: 2.28088 1.02901 -2.62820
H: 1.56251 -0.37347 -1.61781
H: 2.39626 1.00346 -0.83541

Summary:
E_HOMO, Ha: -0.286
LUMO, Ha: 0.0122

Which one sits at the bottom of the stability order? Q does.